{"formula": "C76H112BN8O4PbSSeSi2", "method": "ωB97M-V/def2-TZVPD", "charge": -1, "e_lumo_ev": 1.927, "homo_energy_ev": -5.1, "symbols": ["Pb", "C", "C", "C", "C", "C", "C", "C", "C", "C", "N", "N", "B", "N", "N", "C", "C", "C", "C", "C", "C", "C", "C", "C", "N", "N", "C", "C", "C", "C", "C", "C", "C", "C", "C", "H", "H", "H", "H", "H", "H", "H", "H", "H", "H", "H", "H", "H", "H", "H", "H", "H", "H", "H", "H", "H", "H", "H", "H", "H", "H", "H", "H", "H", "H", "H", "H", "H", "H", "H", "H", "H", "H", "H", "H", "H", "H", "H", "H", "H", "H", "C", "C", "C", "C", "C", "C", "N", "N", "C", "C", "C", "C", "C", "C", "H", "H", "H", "H", "H", "H", "H", "H", "H", "C", "C", "C", "C", "Si", "O", "C", "C", "C", "C", "C", "C", "C", "C", "C", "C", "C", "C", "H", "H", "H", "H", "H", "H", "H", "H", "H", "H", "H", "H", "H", "H", "H", "H", "H", "H", "H", "C", "C", "C", "C", "O", "Si", "S", "O", "C", "C", "C", "C", "O", "C", "C", "C", "C", "H", "H", "H", "H", "H", "H", "H", "H", "H", "H", "H", "H", "H", "H", "H", "H", "H", "H", "H", "H", "H", "H", "H", "H", "H", "H", "H", "C", "C", "C", "C", "C", "C", "Se", "C", "C", "C", "H", "H", "H", "H", "H", "H", "H", "H", "H", "H", "H"], "positions_angstrom": [[-0.261, -0.854, 1.375], [5.499, 0.618, -0.671], [4.156, 0.280, -0.024], [4.127, 0.823, 1.403], [3.888, -1.194, -0.076], [4.787, -2.192, -0.462], [4.093, -3.385, -0.383], [4.773, -4.693, -0.763], [4.082, -6.031, -0.492], [6.147, -4.764, -0.072], [2.827, -3.076, 0.011], [2.708, -1.743, 0.194], [1.534, -3.923, 0.189], [1.110, -3.916, 1.694], [0.265, -3.032, 2.298], [0.076, -3.450, 3.556], [0.807, -4.621, 3.767], [1.444, -4.883, 2.573], [2.418, -5.996, 2.331], [1.758, -7.361, 2.547], [3.630, -5.814, 3.251], [-0.837, -2.814, 4.564], [-1.800, -3.860, 5.130], [-0.028, -2.149, 5.677], [0.378, -3.513, -0.789], [-0.529, -2.505, -0.592], [-1.342, -2.486, -1.653], [-0.956, -3.495, -2.544], [0.115, -4.134, -1.966], [0.857, -5.248, -2.658], [2.274, -4.805, -3.045], [0.829, -6.595, -1.928], [-2.550, -1.631, -1.943], [-3.824, -2.430, -1.635], [-2.588, -0.273, -1.257], [5.617, 1.700, -0.740], [5.577, 0.193, -1.673], [6.319, 0.224, -0.064], [3.355, 0.762, -0.584], [4.943, 0.380, 1.978], [3.184, 0.608, 1.907], [4.267, 1.909, 1.391], [5.812, -2.056, -0.760], [4.943, -4.632, -1.844], [4.090, -6.252, 0.575], [4.651, -6.814, -0.997], [3.061, -6.066, -0.861], [6.008, -4.736, 1.010], [6.798, -3.941, -0.354], [6.647, -5.699, -0.334], [1.803, -5.045, -0.079], [0.878, -5.195, 4.676], [2.759, -5.944, 1.303], [1.395, -7.461, 3.571], [2.474, -8.162, 2.350], [0.911, -7.482, 1.870], [3.338, -5.924, 4.297], [4.056, -4.818, 3.123], [4.403, -6.554, 3.027], [-1.417, -2.045, 4.063], [-1.255, -4.632, 5.677], [-2.362, -4.339, 4.327], [-2.510, -3.386, 5.810], [0.620, -2.876, 6.173], [-0.692, -1.704, 6.421], [0.580, -1.355, 5.249], [-1.405, -3.722, -3.499], [0.308, -5.404, -3.590], [2.784, -4.368, -2.191], [2.224, -4.041, -3.822], [2.857, -5.648, -3.422], [1.412, -6.584, -1.010], [1.230, -7.373, -2.581], [-0.198, -6.859, -1.668], [-2.521, -1.464, -3.025], [-3.898, -2.620, -0.569], [-3.819, -3.390, -2.156], [-4.717, -1.879, -1.942], [-3.054, -0.341, -0.283], [-3.147, 0.441, -1.863], [-1.584, 0.125, -1.119], [-3.269, 5.466, 1.565], [-3.418, 4.819, 2.787], [-3.207, 3.456, 2.883], [-2.855, 2.720, 1.748], [-2.649, 3.378, 0.538], [-2.864, 4.745, 0.450], [-2.739, 1.310, 1.747], [-3.489, 0.760, 2.570], [-3.531, -0.639, 2.563], [-4.763, -1.119, 3.044], [-5.060, -2.465, 2.977], [-4.106, -3.336, 2.464], [-2.876, -2.852, 2.042], [-2.521, -1.499, 2.089], [-3.458, 6.530, 1.491], [-3.705, 5.378, 3.669], [-3.299, 2.933, 3.825], [-2.346, 2.802, -0.329], [-2.720, 5.257, -0.494], [-5.480, -0.397, 3.416], [-6.026, -2.835, 3.297], [-4.326, -4.396, 2.393], [-2.152, -3.565, 1.655], [2.896, -0.263, 5.453], [2.487, 1.211, 5.573], [3.621, 2.045, 4.960], [2.367, 1.559, 7.061], [0.841, 1.473, 4.578], [0.691, 0.486, 3.365], [0.660, 3.338, 4.164], [-0.246, 3.650, 3.149], [-0.631, 4.956, 2.885], [-0.088, 6.001, 3.619], [0.825, 5.722, 4.627], [1.177, 4.406, 4.900], [-0.722, 1.396, 5.694], [-1.003, 2.304, 6.717], [-2.249, 2.352, 7.324], [-3.261, 1.495, 6.907], [-3.008, 0.583, 5.893], [-1.755, 0.545, 5.296], [3.926, -0.412, 5.801], [2.830, -0.597, 4.415], [2.248, -0.898, 6.058], [4.582, 1.784, 5.422], [3.470, 3.116, 5.090], [3.699, 1.853, 3.890], [3.299, 1.319, 7.588], [1.556, 0.999, 7.531], [2.167, 2.623, 7.212], [-0.668, 2.835, 2.569], [-1.360, 5.162, 2.111], [-0.368, 7.025, 3.401], [1.252, 6.529, 5.211], [1.862, 4.224, 5.721], [-0.236, 3.001, 7.039], [-2.441, 3.074, 8.110], [-4.243, 1.551, 7.363], [-3.792, -0.084, 5.550], [-1.566, -0.146, 4.481], [-5.031, 1.415, -5.584], [-4.729, 1.026, -4.137], [-5.445, -0.275, -3.793], [-5.158, 2.138, -3.182], [-3.329, 0.776, -3.971], [-2.014, 1.545, -4.528], [-0.387, 0.737, -3.341], [-2.297, 3.124, -4.375], [-1.995, 4.375, -5.000], [-0.575, 4.804, -4.675], [-2.174, 4.264, -6.512], [-2.987, 5.376, -4.411], [-1.662, 1.189, -6.080], [-1.322, -0.045, -6.732], [-1.834, -1.259, -5.956], [0.197, -0.140, -6.860], [-1.971, 0.028, -8.110], [-6.095, 1.616, -5.706], [-4.742, 0.604, -6.256], [-4.463, 2.305, -5.860], [-6.522, -0.150, -3.907], [-5.227, -0.560, -2.764], [-5.109, -1.076, -4.454], [-6.231, 2.320, -3.271], [-4.614, 3.053, -3.410], [-4.934, 1.855, -2.153], [0.136, 4.044, -5.002], [-0.458, 4.946, -3.603], [-0.342, 5.742, -5.181], [-1.454, 3.553, -6.917], [-2.022, 5.238, -6.977], [-3.178, 3.908, -6.751], [-2.904, 5.371, -3.323], [-4.009, 5.103, -4.678], [-2.780, 6.381, -4.780], [-1.335, -1.326, -4.986], [-1.624, -2.170, -6.517], [-2.908, -1.188, -5.780], [0.641, -0.173, -5.866], [0.597, 0.717, -7.403], [0.469, -1.053, -7.393], [-3.045, 0.187, -8.005], [-1.799, -0.896, -8.663], [-1.553, 0.864, -8.673], [4.504, 6.252, -3.408], [3.499, 5.204, -3.014], [3.445, 3.973, -3.640], [2.510, 2.995, -3.299], [2.614, 1.676, -4.013], [1.562, 3.291, -2.317], [0.054, 2.189, -1.764], [1.641, 4.507, -1.619], [0.726, 4.802, -0.468], [2.603, 5.437, -1.978], [5.125, 5.909, -4.235], [5.157, 6.495, -2.568], [3.999, 7.172, -3.710], [4.168, 3.739, -4.416], [1.950, 1.656, -4.878], [2.347, 0.845, -3.364], [3.635, 1.534, -4.367], [-0.325, 4.660, -0.737], [0.861, 5.822, -0.113], [0.936, 4.126, 0.364], [2.652, 6.373, -1.429]], "forces_ev_per_a": [[0.02, 0.85, 0.29], [-0.21, 0.00, -0.05], [-0.06, 0.02, 0.12], [-0.07, 0.05, 0.02], [-0.20, -0.34, -0.19], [0.03, 0.02, 0.15], [0.28, -0.08, -0.05], [0.03, -0.17, 0.17], [0.24, 0.08, -0.27], [-0.09, 0.00, -0.13], [0.02, -0.06, -0.21], [-0.08, 0.40, 0.17], [0.05, 0.30, 0.07], [-0.19, -0.18, -0.04], [0.11, -0.14, 0.30], [-0.02, -0.18, -0.24], [0.01, 0.06, 0.01], [0.07, 0.06, 0.18], [-0.18, 0.03, 0.15], [0.03, 0.11, -0.14], [-0.03, 0.03, -0.16], [0.18, 0.01, 0.14], [-0.01, 0.08, -0.11], [-0.10, 0.00, -0.09], [0.05, -0.20, 0.14], [-0.30, -0.10, -0.37], [0.32, -0.32, -0.07], [-0.04, 0.01, 0.07], [-0.14, 0.12, -0.37], [0.30, -0.08, 0.20], [-0.16, 0.00, -0.05], [-0.14, 0.01, -0.02], [0.00, 0.02, 0.29], [-0.02, -0.02, -0.13], [0.02, -0.02, 0.28], [0.04, 0.03, 0.00], [0.03, 0.04, -0.03], [0.01, 0.01, -0.03], [-0.10, 0.17, -0.12], [-0.02, -0.01, 0.09], [-0.05, -0.03, -0.02], [0.00, -0.05, 0.04], [0.03, -0.05, 0.01], [0.03, -0.02, 0.04], [0.32, -0.08, -0.37], [0.04, -0.04, -0.01], [0.43, -0.07, 0.10], [0.04, 0.00, 0.02], [0.02, 0.03, 0.02], [0.01, 0.00, 0.00], [-0.16, 0.21, 0.05], [-0.03, 0.00, 0.01], [-0.44, 0.08, 0.46], [0.00, -0.03, 0.01], [0.00, -0.04, 0.04], [-0.03, -0.04, 0.03], [0.02, -0.01, 0.01], [0.03, 0.01, 0.01], [0.01, -0.04, 0.02], [0.00, -0.05, -0.01], [-0.01, 0.00, 0.04], [-0.01, -0.04, 0.06], [0.00, 0.00, 0.03], [0.04, 0.00, -0.01], [0.01, -0.04, 0.00], [-0.07, -0.10, 0.03], [-0.01, -0.04, 0.00], [-0.07, 0.05, 0.04], [0.00, -0.02, -0.13], [0.03, 0.02, 0.02], [0.03, 0.01, 0.00], [-0.27, -0.14, -0.11], [0.01, -0.02, 0.01], [-0.01, -0.03, 0.00], [0.01, 0.02, 0.06], [0.01, -0.05, 0.23], [-0.02, 0.00, 0.00], [0.26, -0.34, 0.24], [-0.09, -0.07, 0.30], [0.10, -0.11, 0.23], [-0.11, -0.03, 0.12], [-0.76, -0.05, -0.18], [-0.75, -0.18, -0.12], [-0.31, -0.25, -0.12], [-0.50, 0.80, -0.01], [-0.01, -0.26, 0.10], [-0.28, 0.23, -0.10], [0.26, -0.65, 0.02], [-0.05, 1.01, -0.11], [-0.09, -1.11, -0.03], [0.23, 0.20, -0.17], [-0.03, -0.14, -0.01], [-0.14, 0.06, -0.08], [0.13, 0.00, -0.13], [-0.11, 0.28, -0.12], [0.07, 0.01, -0.02], [0.08, 0.01, 0.01], [-0.02, 0.02, 0.06], [-0.03, 0.03, 0.04], [-0.01, -0.05, -0.01], [-0.01, 0.00, 0.02], [0.02, 0.02, 0.07], [0.02, 0.01, -0.01], [0.00, 0.00, 0.04], [-0.07, 0.03, -0.04], [0.07, -0.01, 0.08], [-0.15, 0.05, -0.12], [-0.13, 0.01, -0.10], [0.00, 0.54, 0.70], [-0.25, -0.50, -0.61], [0.11, -0.21, -0.14], [0.39, -0.18, 0.08], [0.52, 0.18, -0.28], [0.06, -0.07, -0.07], [-0.02, -0.01, 0.09], [0.06, 0.09, 0.12], [0.09, -0.11, -0.13], [0.03, -0.05, 0.09], [0.01, 0.06, 0.02], [-0.02, -0.03, 0.01], [-0.06, 0.00, 0.02], [0.05, 0.04, -0.01], [0.01, 0.07, 0.04], [0.00, -0.08, 0.03], [0.13, 0.00, -0.02], [-0.01, -0.04, 0.02], [0.02, -0.02, -0.03], [0.09, 0.01, -0.07], [0.02, 0.00, -0.01], [0.03, 0.01, 0.05], [0.00, -0.01, 0.06], [0.29, 0.14, 0.11], [1.04, -0.10, 0.32], [-0.03, 0.02, 0.02], [0.01, -0.01, 0.01], [0.00, 0.00, -0.02], [-0.03, 0.04, -0.01], [0.00, -0.01, 0.00], [0.01, -0.03, 0.01], [0.02, 0.01, -0.01], [-0.04, 0.14, 0.05], [0.21, -0.05, 0.12], [-0.38, 0.08, -0.16], [0.11, 0.22, -0.01], [0.17, -0.09, -0.03], [-0.14, -0.12, -0.24], [0.44, -0.04, 0.29], [0.07, 0.22, -0.72], [0.08, 0.17, -0.01], [-0.08, 0.26, -0.21], [0.02, -0.17, 0.07], [0.00, -0.12, 0.15], [0.01, -0.16, -0.01], [-0.02, -0.03, -0.05], [0.02, -0.16, -0.20], [-0.05, 0.25, 0.02], [-0.14, 0.08, 0.06], [0.02, 0.00, 0.13], [-0.01, 0.01, -0.02], [-0.03, 0.01, -0.03], [-0.08, 0.03, -0.03], [-0.02, -0.01, 0.00], [-0.16, 0.27, -0.27], [0.00, -0.04, 0.03], [0.00, 0.00, 0.00], [-0.04, 0.05, 0.01], [-0.03, 0.01, 0.03], [0.07, -0.02, 0.00], [0.07, -0.01, 0.10], [0.01, 0.00, 0.00], [-0.01, 0.03, -0.07], [-0.01, 0.01, -0.01], [0.01, 0.04, -0.03], [0.01, 0.04, 0.01], [0.00, 0.02, -0.02], [-0.01, 0.01, 0.00], [0.00, -0.08, 0.02], [0.02, -0.02, 0.02], [-0.01, -0.02, -0.04], [0.11, 0.01, 0.02], [-0.03, 0.02, 0.02], [0.01, 0.01, -0.01], [-0.01, -0.04, -0.03], [0.00, 0.01, -0.03], [-0.02, 0.01, -0.02], [-0.02, -0.04, 0.06], [-0.02, -0.02, 0.02], [0.03, 0.06, 0.05], [-0.03, -0.11, 0.01], [-0.04, 0.05, 0.02], [-0.03, -0.01, -0.24], [0.30, 0.06, 0.19], [-0.11, 0.03, 0.04], [-0.06, -0.04, -0.03], [0.05, 0.01, -0.04], [0.00, 0.02, -0.01], [0.02, 0.02, -0.02], [0.04, 0.02, -0.03], [0.00, 0.00, 0.00], [-0.04, -0.12, -0.02], [0.03, -0.05, -0.02], [0.00, -0.01, 0.02], [0.06, 0.07, 0.03], [-0.01, 0.00, 0.04], [-0.08, 0.01, 0.11], [-0.03, 0.00, 0.00]]}